No. 1
The following is a DFT calculation (ωB97M-V/def2-TZVPD) of a molecular structure, C2H9N2OS in a non-equilibrium geometry.

```
15
Properties=species:S:1:pos:R:3:forces:R:3:lowdin_charge:R:1
C 0.92653 -1.05015 -2.31052 -1.0 1.0 1.7 -0.048
C -1.14586 0.73508 1.63716 -1.4 2.4 3.4 -0.370
N -0.53169 -0.46220 1.26231 -0.4 -0.9 0.9 -0.269
N -0.12959 1.76019 1.38379 -1.5 2.0 -0.9 -0.108
O -0.21092 -0.88650 -1.32906 2.2 0.8 -1.8 -0.282
S 0.73860 -0.07401 0.53674 1.0 -0.8 -0.4 1.169
H 1.45841 -0.04983 -2.13385 -0.9 -1.3 -1.6 0.106
H 0.48813 -1.44740 -3.23255 0.5 1.2 -0.2 0.102
H 1.62618 -1.79135 -1.97368 0.2 -0.6 0.5 0.065
H -2.19108 0.87720 1.26902 1.0 0.0 -0.4 0.152
H -1.34218 0.72755 2.79816 0.3 -0.4 -2.0 0.170
H -0.32830 2.57395 0.72248 0.3 -1.4 1.7 0.153
H 0.37077 1.96954 2.24774 -0.3 0.7 -0.5 0.107
H -0.86273 -1.56192 -1.40145 -0.7 -1.2 -0.1 0.085
H 1.13372 -1.32013 0.52371 0.7 -1.4 -0.3 -0.031
```
Forces are in eV/Å.

## Properties
Relative energy (zero: lowest compared OMol25 entry of this formula, charge and spin), kcal per mole: 84.1
Net charge: +1
HOMO-LUMO gap, eV: 8.5
DFT total energy, eV: -18071.775


No. 2
The following is a DFT calculation (ωB97M-V/def2-TZVPD) of a molecular structure, C21H23N3O4Pd.

```
52
Properties=species:S:1:pos:R:3:forces:R:3:lowdin_charge:R:1
Pd 0.28208 -0.98100 -0.19323 0.0 0.1 0.0 0.660
O -1.11571 0.57439 -2.18837 0.0 0.0 0.0 -0.103
C -1.99520 1.12644 -1.47811 -0.1 0.0 0.0 -0.459
C -2.95952 2.04514 -2.03993 0.1 -0.1 -0.1 -0.067
C -3.91984 2.69070 -1.29516 -0.1 0.1 0.0 -0.183
C -4.01205 2.49701 0.08559 0.0 0.0 0.0 -0.184
C -3.09352 1.61967 0.66398 0.0 0.0 0.0 -0.112
C -2.11971 0.93510 -0.04914 -0.2 0.0 0.1 -0.194
C -1.18339 0.07655 0.75191 0.2 -0.1 0.1 -0.373
N -1.43034 -1.21720 1.04592 -0.1 -0.1 0.0 -0.090
C -0.94566 -1.65973 2.33749 -0.1 0.0 0.1 -0.317
C -0.45231 -3.10384 2.29464 -0.1 0.0 0.0 -0.276
N 0.52966 -3.27579 1.25633 0.2 -0.1 0.1 0.006
C 0.38544 -4.25648 0.46509 0.0 0.1 -0.1 -0.164
C 1.21108 -4.53515 -0.70278 0.0 0.0 0.0 -0.158
C 1.15513 -5.82553 -1.22986 0.0 0.0 0.0 -0.112
C 1.87666 -6.22223 -2.34229 0.0 0.0 0.0 -0.172
C 2.66723 -5.25239 -2.97614 0.0 0.0 -0.1 -0.160
C 2.71617 -3.96025 -2.51899 0.0 0.0 0.0 -0.049
C 1.99523 -3.50867 -1.35518 0.0 0.0 0.0 -0.415
O 2.06781 -2.30609 -0.98229 -0.2 0.1 0.0 -0.127
H -2.88661 2.20945 -3.11136 0.0 0.0 0.0 0.082
H -4.61259 3.36690 -1.79414 0.0 0.0 0.0 0.071
H -4.76474 2.99859 0.68380 0.0 0.0 0.0 0.055
H -3.13477 1.44887 1.73968 0.0 0.0 0.0 0.095
H -0.69724 0.65889 1.56061 0.0 -0.1 0.1 0.084
H -1.77177 -1.62595 3.07138 0.0 0.0 0.0 0.093
H -0.13606 -1.01594 2.72090 0.0 0.0 0.0 0.092
H -1.31468 -3.78099 2.15871 0.0 0.0 0.0 0.093
H 0.01224 -3.33746 3.26311 0.0 0.0 0.0 0.097
H -0.44968 -4.96909 0.61554 0.0 0.0 0.0 0.104
H 0.51437 -6.54635 -0.72450 0.0 0.0 0.0 0.088
H 1.81720 -7.23687 -2.71830 0.0 0.0 0.0 0.063
H 3.24098 -5.52320 -3.86002 0.0 0.0 0.0 0.077
H 3.30362 -3.20775 -3.03353 0.0 0.0 0.0 0.092
O 1.36620 2.35002 -1.76111 0.3 0.1 0.0 0.112
C 1.40453 1.95680 -0.48614 -0.3 -0.3 -0.2 -0.502
O 1.97384 0.95683 -0.13079 0.4 0.5 0.0 0.061
C 0.59274 2.83173 0.46819 0.0 -0.1 0.0 -0.235
N 0.27690 4.12809 -0.15299 0.1 0.0 0.1 -0.021
C 1.32639 5.02316 0.33720 0.0 0.0 0.0 -0.215
C 1.52078 4.64221 1.80661 0.0 0.0 0.0 -0.181
C 1.34847 3.11370 1.78781 0.0 -0.1 0.0 -0.114
H -0.32348 2.26320 0.62603 0.0 0.2 -0.1 0.109
H -0.62590 4.44148 0.18532 -0.1 -0.1 -0.1 0.121
H 0.75357 3.10908 -1.79135 0.0 0.0 0.0 0.098
H 1.06422 6.06848 0.16600 0.0 0.0 0.0 0.105
H 2.24030 4.80635 -0.22606 0.0 0.0 0.0 0.116
H 0.73130 5.10823 2.40379 0.0 0.0 0.0 0.099
H 2.48109 4.96295 2.21508 0.0 0.0 0.0 0.095
H 0.78858 2.75393 2.64999 0.0 0.0 0.0 0.107
H 2.30094 2.58400 1.78108 0.0 0.0 0.0 0.110
```
Forces are in eV/Å.

## Properties
Net charge: -2
HOMO-LUMO gap, eV: 4.8
DFT total energy, eV: -38289.220


No. 3
The following is a DFT calculation (ωB97M-V/def2-TZVPD) of 2 unconnected molecules or ions with the total composition C3H7O3 in a non-equilibrium geometry.

```
13
Properties=species:S:1:pos:R:3:forces:R:3:lowdin_charge:R:1
C -2.35956 -1.24534 -0.40861 3.2 0.6 0.5 -0.139
O -1.80668 -1.28131 0.94281 -0.2 0.6 -0.7 -0.156
H -0.92557 -0.83646 0.88475 -1.3 -0.7 0.2 0.021
H -2.23732 -0.19912 -0.83363 -0.4 -1.3 0.2 0.095
H -3.34316 -1.61083 -0.47809 -1.4 -0.1 0.5 0.052
H -1.73503 -1.99232 -0.92808 -0.3 0.5 -0.7 0.073
C 1.05471 0.21379 -1.41598 -1.0 -2.0 3.2 0.083
C 1.23142 0.85495 0.06971 2.3 0.6 -1.6 -0.569
O 0.34156 0.42290 0.86348 -0.7 -0.3 0.1 0.229
O 2.17120 1.58005 0.31008 -0.7 -0.3 -0.2 0.103
H 0.95726 0.96167 -2.12870 0.0 1.3 -1.2 0.069
H 0.25177 -0.51468 -1.39840 -1.0 0.5 -0.3 0.051
H 1.82411 -0.52182 -1.51951 1.4 0.4 -0.2 0.086
```
Forces are in eV/Å.

## Properties
Relative energy (zero: lowest compared OMol25 entry of this formula, charge and spin), kcal per mole: 36.7
Net charge: 0
Expectation value of S²: 0.76
HOMO-LUMO gap (spin up / spin down), eV: 10.9 / 6.3
DFT total energy, eV: -9363.803
Multiplicity: 2


No. 4
The following is a DFT calculation (ωB97M-V/def2-TZVPD) of a gas-phase ion, C12H16N3 (charge +1) in a non-equilibrium geometry.

```
31
Properties=species:S:1:pos:R:3:forces:R:3:lowdin_charge:R:1
C -2.12492 -0.59594 3.19414 1.0 -0.3 -0.6 0.000
C -1.69858 0.21858 2.00539 -2.2 1.4 1.6 -0.244
C -2.34308 1.29463 1.41550 2.1 -2.1 -1.1 0.050
N -1.44048 1.74543 0.40978 -0.8 -0.8 2.0 0.150
C -0.31999 1.06000 0.57040 4.6 0.6 -3.2 -0.090
N 1.16800 1.17719 -0.47940 -4.2 -1.6 3.2 0.022
C 1.21988 2.48871 -1.02383 -1.0 -0.4 -2.7 -0.114
C 1.04552 -0.00343 -1.40625 1.8 2.2 2.3 -0.259
C -0.16842 -0.47590 -1.79136 -2.5 -0.1 -1.9 -0.064
C -0.23229 -1.61489 -2.57826 2.3 -1.2 0.5 -0.050
C 0.98719 -2.28036 -2.83213 -1.6 1.0 -1.4 -0.080
C 2.19970 -1.74878 -2.45732 1.1 -2.0 1.8 -0.074
C 2.27860 -0.63703 -1.61631 -2.0 -0.5 -1.6 -0.003
N -0.41688 0.17753 1.56904 -0.2 1.4 -2.6 -0.040
C 0.60929 -0.64149 2.13587 -2.1 -0.7 3.6 0.037
H -1.61478 -0.15656 4.06307 0.1 -0.7 0.0 0.102
H -3.16033 -0.47861 3.40698 -0.9 0.1 -0.1 0.078
H -1.91025 -1.68252 3.01101 -0.1 1.0 0.6 0.110
H -3.37318 1.49709 1.38210 -0.9 0.6 0.2 0.119
H -1.68551 2.48278 -0.22777 0.5 0.0 -0.3 0.168
H 0.33396 2.89775 -1.50734 -0.8 -0.4 -0.2 0.084
H 1.52856 3.28019 -0.44730 1.1 1.2 2.3 0.064
H 1.89268 2.43570 -1.85818 0.7 -0.1 -0.4 0.102
H -1.14792 0.06788 -1.80808 1.2 -0.1 0.9 0.133
H -1.12001 -2.12599 -2.88459 -0.6 0.4 -0.2 0.105
H 0.96992 -3.07925 -3.55987 0.1 -0.5 0.4 0.110
H 2.99581 -2.53743 -2.45958 0.0 1.5 -0.6 0.132
H 3.20678 -0.24576 -1.28919 0.5 0.3 0.6 0.110
H 0.60783 -0.27455 3.24430 0.8 -0.8 -1.9 0.148
H 0.19268 -1.67184 2.18647 0.7 0.5 -0.2 0.115
H 1.52022 -0.57313 1.63271 1.3 0.2 -0.7 0.077
```
Forces are in eV/Å.

## Properties
Relative energy (zero: lowest compared OMol25 entry of this formula, charge and spin), kcal per mole: 73.1
Net charge: +1
HOMO-LUMO gap, eV: 9.6
DFT total energy, eV: -17164.876
Structure (SMILES): Cc1c[nH]/c(=[N+](\C)c2ccccc2)n1C


No. 5
The following is a DFT calculation (ωB97M-V/def2-TZVPD) of a molecular structure, C30H30N4O9P2PtS.

```
77
Properties=species:S:1:pos:R:3:forces:R:3:lowdin_charge:R:1
Pt -1.34233 1.22974 -1.09214 0.0 0.4 -0.2 1.155
C 10.38077 1.09200 2.96034 0.0 0.0 0.0 -0.084
O 9.22285 1.82173 3.31857 0.0 0.0 0.0 -0.081
C 8.02183 1.19945 3.19263 0.0 0.0 0.0 -0.284
C 7.84940 -0.08058 2.66830 0.0 0.0 0.0 -0.024
C 6.58191 -0.63098 2.60479 0.0 0.0 0.0 -0.020
C 5.45988 0.08800 3.03589 0.0 0.1 0.0 -0.303
C 5.64835 1.39108 3.54335 0.0 0.0 0.0 -0.011
C 6.91033 1.92662 3.62963 0.0 0.0 0.0 -0.003
N 4.23628 -0.51630 2.92695 0.1 -0.1 0.0 0.055
N 3.19299 0.10287 3.40079 -0.2 -0.2 0.2 0.066
C 2.11675 0.43633 2.71216 0.1 0.2 -0.1 -0.227
C 0.97141 0.84040 3.45434 0.0 0.0 0.0 -0.005
C -0.20175 1.23358 2.85914 0.0 0.0 0.0 0.002
C -0.33457 1.22298 1.46436 0.0 0.0 0.1 -0.340
O -1.41620 1.63767 0.85147 -0.1 -0.1 -0.1 -0.218
C 0.77412 0.77726 0.69418 0.0 0.0 0.0 -0.146
N 0.56217 0.74436 -0.65682 0.1 -0.1 0.1 -0.068
C 1.57736 0.53401 -1.47370 0.0 -0.1 0.0 -0.120
C 2.85335 0.25082 -0.98913 0.0 0.0 0.0 -0.028
C 3.06668 0.17180 0.37000 0.0 0.0 0.0 0.029
C 2.02038 0.44789 1.26074 -0.1 -0.1 0.0 -0.055
H 11.22627 1.72982 3.20170 0.0 0.0 0.0 0.092
H 10.39330 0.86568 1.89091 0.0 0.0 0.0 0.095
H 10.45497 0.16157 3.52878 0.0 0.0 0.0 0.095
H 8.69256 -0.65250 2.30981 0.0 0.0 0.0 0.101
H 6.43793 -1.62783 2.20852 0.0 0.0 0.0 0.113
H 4.78600 1.94929 3.88146 0.0 0.0 0.0 0.107
H 7.07232 2.91449 4.04022 0.0 0.0 0.0 0.120
H 1.06491 0.84022 4.53184 0.0 0.0 0.0 0.113
H -1.04776 1.55534 3.45234 0.0 0.0 0.0 0.117
H 1.36399 0.56958 -2.53358 0.0 0.0 0.0 0.101
H 3.65861 0.08180 -1.68912 0.0 0.0 0.0 0.113
H 4.04239 -0.08488 0.75316 0.0 0.0 0.0 0.101
C 0.35290 -2.38182 -2.12087 0.0 0.0 0.0 -0.059
C -0.67544 -2.23422 -3.21999 -0.3 0.2 0.1 -0.578
O -0.23861 -2.91974 -4.39929 0.2 -0.1 0.0 -0.070
P -0.94120 -0.52765 -3.88935 0.0 0.1 -0.4 0.522
O -2.03858 -0.76542 -4.99155 -0.3 0.1 0.2 -0.122
O 0.38957 -0.23915 -4.71985 0.1 0.0 0.0 -0.108
O -1.15794 0.73864 -3.10645 -0.1 -0.4 0.4 -0.420
P -2.35565 -2.82752 -2.72235 -0.2 0.2 0.2 0.274
O -2.09568 -4.21447 -1.94562 0.0 -0.1 -0.1 -0.121
O -3.00474 -3.11072 -4.05555 0.0 0.1 -0.1 -0.328
O -2.87833 -1.80393 -1.79235 -0.1 0.2 0.2 -0.298
H 1.29994 -1.91081 -2.38203 0.0 0.0 0.0 0.070
H 0.52523 -3.44613 -1.96411 0.0 0.0 0.0 0.091
H -0.02590 -1.95423 -1.19351 0.0 0.1 0.0 0.081
H -1.04115 -3.30533 -4.79104 0.0 0.1 0.0 0.084
H -2.63910 -1.53793 -4.76585 0.1 -0.1 -0.1 0.052
H 0.56775 -0.96653 -5.33426 0.0 -0.1 0.1 0.091
H -2.30789 -4.96501 -2.51387 0.0 0.0 0.0 0.079
N -3.12158 2.21497 -1.38064 0.0 -0.3 -0.2 -0.463
S -4.60754 2.04026 -0.80418 0.1 0.2 0.2 1.093
C -5.37404 0.73224 -1.73309 0.1 0.0 0.0 -0.391
C -6.44605 0.04520 -1.18295 0.0 -0.1 0.1 -0.077
C -7.12472 -0.87312 -1.96706 0.0 0.0 0.0 -0.066
C -6.74216 -1.08003 -3.28475 0.0 0.0 0.0 -0.065
C -5.67760 -0.37312 -3.82041 0.1 0.0 0.0 -0.062
C -4.98057 0.54081 -3.04530 0.1 0.0 0.0 -0.077
C -4.56670 1.39760 0.85504 -0.1 -0.1 -0.1 -0.418
C -4.05665 0.13990 1.14510 0.0 0.0 0.0 -0.073
C -4.00757 -0.26015 2.47031 0.0 -0.1 -0.1 -0.056
C -4.46167 0.58211 3.47874 0.0 0.0 0.0 -0.072
C -4.97123 1.83525 3.17316 0.0 0.0 0.0 -0.074
C -5.02383 2.25022 1.84991 0.0 0.0 0.0 -0.086
H -2.92414 3.20752 -1.40523 -0.1 0.0 -0.1 0.013
H -6.73781 0.20806 -0.15352 0.0 0.0 0.0 0.112
H -7.95319 -1.42702 -1.54596 0.0 0.0 0.0 0.107
H -7.27313 -1.79855 -3.89481 0.0 0.0 0.0 0.108
H -5.37515 -0.54071 -4.84465 0.0 0.0 0.0 0.111
H -4.13124 1.08053 -3.44109 0.0 0.0 0.0 0.101
H -3.70374 -0.50734 0.35166 0.0 -0.1 -0.1 0.104
H -3.61463 -1.23882 2.71373 0.0 0.0 0.0 0.114
H -4.41876 0.25728 4.51060 0.0 0.0 0.0 0.106
H -5.32825 2.48708 3.95926 0.0 0.0 0.0 0.106
H -5.41072 3.22843 1.59212 0.0 0.0 0.0 0.106
```
Forces are in eV/Å.

## Properties
Relative energy (zero: lowest compared OMol25 entry of this formula, charge and spin), kcal per mole: 1.1
Net charge: 0
Expectation value of S²: 2.10
HOMO-LUMO gap (spin up / spin down), eV: 6.3 / 7.1
DFT total energy, eV: -88647.673
Multiplicity: 3


No. 6
The following is a DFT calculation (ωB97M-V/def2-TZVPD) of a molecular structure, C26H14F5N3O6PbS.

```
56
Properties=species:S:1:pos:R:3:forces:R:3:lowdin_charge:R:1
Pb 0.10048 -0.48441 0.05624 -0.7 0.0 -0.7 1.404
O 3.23896 2.46735 -1.28647 0.0 -0.2 0.0 0.216
C 2.33824 1.70657 -0.72602 0.0 0.3 0.2 -0.432
O 2.28811 0.49218 -0.80385 0.1 0.0 0.1 0.018
C 1.34400 2.44963 0.11667 0.2 0.1 -0.3 -0.140
C 1.40623 3.78303 0.46208 0.0 -0.1 0.0 0.075
C 0.47911 4.26276 1.38962 0.0 -0.1 0.0 0.050
C -0.43598 3.39185 1.96504 0.0 0.2 0.0 0.079
C -0.43219 2.06747 1.56627 0.0 -0.2 -0.1 -0.130
N 0.41324 1.64778 0.62999 -0.2 0.1 0.3 0.041
C -1.30979 1.00402 2.21194 0.1 -0.4 -0.1 -0.564
O -2.19375 1.32448 2.94889 -0.2 0.2 0.2 0.169
O -0.99050 -0.23760 1.89884 0.2 0.3 0.0 -0.182
H 3.87907 1.92555 -1.78292 0.0 0.1 0.0 0.174
H 2.17301 4.41760 0.04113 0.0 0.0 0.0 0.145
H 0.50272 5.30283 1.68516 0.0 0.0 0.0 0.140
H -1.14222 3.70214 2.72365 0.0 0.0 0.0 0.149
O 5.28591 -0.57186 -6.00437 0.0 -0.1 0.0 0.153
C 4.13336 0.07915 -6.20435 -0.1 0.1 -0.1 -0.474
O 3.95764 0.74108 -7.18242 0.0 0.0 0.0 0.158
C 3.06078 -0.03133 -5.14393 0.0 0.0 0.0 -0.102
C 2.04218 0.91495 -5.20742 0.0 0.0 0.0 0.023
C 0.99888 0.88835 -4.29917 0.1 0.0 0.1 0.001
C 0.97397 -0.09955 -3.31962 0.1 0.0 -0.1 -0.282
C 1.98968 -1.04208 -3.23432 -0.1 0.0 -0.1 -0.021
C 3.02351 -1.01187 -4.15666 0.0 0.0 0.0 0.009
N -0.11518 -0.16179 -2.39843 0.0 0.1 0.3 0.029
C -1.30034 -0.10502 -2.85525 0.0 -0.1 0.0 -0.023
C -2.46959 -0.17318 -1.97851 -0.1 0.0 -0.1 -0.240
C -3.74222 -0.03922 -2.50102 0.1 -0.1 0.1 0.038
C -4.82965 -0.13061 -1.63774 0.0 0.0 0.0 0.016
C -4.59207 -0.36620 -0.29715 0.0 0.0 -0.1 0.020
C -3.28220 -0.48908 0.14967 0.0 -0.1 0.1 -0.074
N -2.24040 -0.39249 -0.67662 0.2 0.3 0.2 0.035
H 5.30564 -1.04385 -5.16434 0.0 0.0 0.0 0.101
H 2.08217 1.66139 -5.98920 0.0 0.0 0.0 0.137
H 0.22159 1.64176 -4.34037 0.0 0.0 0.0 0.126
H 1.96452 -1.81414 -2.47726 0.0 0.0 0.0 0.090
H 3.77667 -1.78854 -4.10279 0.0 0.0 0.0 0.127
H -1.48089 -0.05004 -3.92805 0.0 0.0 0.0 0.160
H -3.87722 0.13040 -3.56056 0.0 0.0 0.0 0.136
H -5.83832 -0.01996 -2.01121 0.0 0.0 0.0 0.135
H -5.40105 -0.45142 0.41391 0.0 0.0 0.0 0.134
H -3.06268 -0.66365 1.19300 0.0 0.0 0.0 0.117
F -3.14560 -5.05103 3.82152 0.1 0.1 -0.1 0.197
C -2.32182 -4.52957 2.94257 -0.2 -0.1 0.2 -0.098
C -2.77138 -4.29085 1.64691 0.1 0.0 0.0 -0.128
F -4.01722 -4.58516 1.31711 0.0 0.0 0.0 0.165
C -1.90102 -3.74248 0.73034 -0.3 -0.1 -0.3 -0.233
F -2.33320 -3.50763 -0.51046 0.0 0.0 0.1 0.101
C -0.58426 -3.43367 1.06833 0.1 0.1 0.0 -0.518
S 0.54288 -2.85290 -0.12240 0.2 -0.5 0.0 0.819
C -0.17034 -3.66806 2.37882 0.3 0.0 0.4 -0.225
F 1.06396 -3.34520 2.73711 -0.1 0.0 0.0 0.126
C -1.02145 -4.21964 3.31901 0.1 0.1 -0.1 -0.121
F -0.62204 -4.44334 4.55397 0.0 0.0 0.0 0.179
```
Forces are in eV/Å.

## Properties
Net charge: +2
HOMO-LUMO gap, eV: 6.4
DFT total energy, eV: -73599.532